The following is a DFT calculation (ωB97M-V/def2-TZVPD) of a 3-piece molecular cluster, C23H45F4N3O4P overall.

```
! RIJCOSX wB97M-V def2-TZVPD def2/J DEFGRID3
* xyz -1 3
P -4.7082 3.7579 -0.6078
F -4.4277 0.8224 -0.4032
F -6.4796 1.6583 1.2725
F -7.6651 2.1127 -0.4990
F -5.5974 1.5191 -2.1118
O 2.5995 -0.7680 1.5557
O -4.6554 6.2130 0.4061
O -0.8554 0.2838 -2.2355
O -3.5304 5.9917 -1.5799
N 2.7234 -1.0489 2.7953
N -0.2266 -0.3455 -3.1510
N -2.2642 2.6882 -0.0741
C -4.2190 5.6028 -0.5949
C -1.0897 -0.7076 -4.3324
C 1.2002 0.8434 3.0241
C -6.6031 1.3924 -0.0563
C 3.9378 -1.8736 3.1181
C 0.0431 -2.6591 -2.3848
C -3.4059 3.2663 0.6224
C -2.1489 0.3830 -4.4681
C -1.7541 -2.0569 -4.0331
C -0.7670 -3.1328 -3.5881
C 3.5314 0.9605 3.9516
C 2.3083 0.0643 3.7234
C 1.3233 -0.7911 -1.3169
C 3.7102 -2.7893 4.3221
C 1.7506 -0.4635 5.0502
C -0.2916 -0.7615 -5.6404
C -5.3311 1.8023 -0.7881
C 0.7779 -1.3357 -2.6301
C -1.5581 1.6320 0.6288
C 4.2263 -2.7592 1.9107
C 5.1041 -0.9069 3.3570
C 1.9583 -1.5177 -3.5866
C 4.7796 0.1880 4.3688
H 1.7500 0.2030 -1.4564
H 2.5169 -0.7427 5.7682
H 1.0996 -1.3220 4.8816
H -1.5023 1.8063 1.7192
H -0.9905 -0.6694 -6.4727
H 5.9719 -1.4911 3.6760
H -1.6837 1.3605 -4.5971
H -0.1025 -3.4124 -4.4112
H 5.0629 -3.4165 2.1589
H 1.1558 0.3264 5.5090
H 2.4311 -0.5551 -3.7876
H 3.3589 -3.3731 1.6665
H 2.6924 -2.1633 -3.1013
H 2.1076 -1.4553 -0.9499
H 5.6236 0.8771 4.4382
H -3.8116 2.5513 1.3480
H -4.5316 3.6349 -2.0221
H 2.8421 -3.4278 4.1521
H -0.6329 -2.5179 -1.5359
H 5.3612 -0.4414 2.4005
H 1.6988 -1.9757 -4.5345
H 3.2651 1.7071 4.7045
H 0.7821 -3.4089 -2.0880
H -1.3175 -4.0374 -3.3206
H -2.4955 -1.9043 -3.2434
H 0.4137 0.0686 -5.6957
H 4.4838 -2.1725 1.0338
H -2.7557 0.1636 -5.3497
H -5.9866 4.0184 -0.0641
H 3.5681 -2.2630 5.2585
H -0.5405 1.5459 0.2341
H -1.6301 3.4253 -0.3501
H -6.8271 0.3245 -0.1665
H 0.3600 0.1938 2.7796
H 0.2537 -1.6907 -5.7833
H 3.7395 1.5001 3.0229
H 0.5543 -0.7201 -0.5534
H -2.0516 0.6681 0.4686
H 0.8483 1.6256 3.6993
H -2.2968 -2.3719 -4.9291
H 4.6534 -0.2400 5.3674
H -3.1730 4.1979 1.1562
H 4.5874 -3.4283 4.4368
H -2.7932 0.4350 -3.5960
H 1.5454 1.3031 2.1034
*
```

## Properties
energy	-57396.631	eV
LUMO (alpha / beta)	0.0727 / 0.0722	hartree
E_HOMO (alpha / beta)	-3.25 / -3.25	eV
expectation value of S²	2.01

Charges in e, computed with Mulliken, in the same order as the atoms:
1 P 0.43
2 F -0.27
3 F -0.27
4 F -0.28
5 F -0.36
6 O -0.45
7 O -0.70
8 O -0.43
9 O -0.72
10 N 0.40
11 N 0.22
12 N -0.06
13 C 0.39
14 C 1.82
15 C -2.32
16 C -0.01
17 C 1.68
18 C -1.27
19 C -1.09
20 C -1.91
21 C -1.28
22 C -0.52
23 C -1.26
24 C 1.98
25 C -2.18
26 C -1.66
27 C -1.90
28 C -1.82
29 C 0.41
30 C 2.16
31 C -0.92
32 C -1.96
33 C -1.25
34 C -1.85
35 C -0.47
36 H 0.54
37 H 0.34
38 H 0.36
39 H 0.46
40 H 0.49
41 H 0.40
42 H 0.45
43 H 0.32
44 H 0.42
45 H 0.48
46 H 0.41
47 H 0.47
48 H 0.41
49 H 0.39
50 H 0.38
51 H 0.55
52 H -0.02
53 H 0.38
54 H 0.38
55 H 0.36
56 H 0.35
57 H 0.37
58 H 0.44
59 H 0.39
60 H 0.36
61 H 0.34
62 H 0.36
63 H 0.44
64 H -0.02
65 H 0.28
66 H 0.21
67 H 0.25
68 H 0.31
69 H 0.59
70 H 0.32
71 H 0.40
72 H 0.22
73 H 0.20
74 H 0.49
75 H 0.39
76 H 0.31
77 H 0.59
78 H 0.45
79 H 0.37
80 H 0.39


The following is a DFT calculation (ωB97M-V/def2-TZVPD) of C23H45F6O17PPt as an isolated structure.

```
! RIJCOSX wB97M-V def2-TZVPD def2/J DEFGRID3
* xyz 0 3
Pt -0.6783 1.8353 -0.3668
P 2.2474 -4.0473 1.8442
F -4.5231 -1.3259 0.5667
F 1.1490 5.1836 -3.7517
F -4.7143 0.4118 -0.5237
F -4.4181 -1.4078 -1.5229
F 0.7083 3.2366 -4.2723
F -0.7284 4.8133 -4.6478
O 3.1109 0.1286 -1.9895
O 1.6351 -5.3888 1.1226
O 1.2410 -3.8118 3.0387
O -1.8358 0.1797 0.6156
O 3.6773 -4.2657 2.1787
O 2.6904 0.1445 0.1321
O 1.9728 -2.7878 0.8326
O 0.3128 2.0239 1.5518
O -2.4798 5.2442 1.5522
O 2.1993 2.9792 2.6422
O -1.9368 0.2147 -1.5775
O 0.4320 3.5368 -1.2865
O -1.5555 3.2155 -2.2089
O 1.6252 1.0403 3.1124
O -2.1689 3.1740 0.5025
O 0.9493 0.6004 -1.2314
O -3.9365 3.6077 1.9863
C -2.8241 3.9085 1.2582
C -1.9213 -0.4357 -2.8461
C 1.2640 2.0271 2.3718
C 4.0768 -0.0827 0.3993
C 2.4284 4.1542 1.8436
C 0.8704 -2.7403 0.0531
C 1.1731 -3.2827 -1.3351
C -4.0219 -0.7113 -0.4787
C -2.7382 3.6665 -2.8836
C 0.8808 -0.1280 3.1906
C -1.1923 0.5493 -3.8727
C 1.5892 -3.6774 4.4161
C 2.1676 0.3406 -1.0720
C -1.3731 5.8220 0.8942
C 0.1455 4.3410 -3.7128
C 2.8870 0.0711 -3.4299
C -4.5232 2.3182 1.8151
C 2.0183 -7.7512 0.4996
C -0.3963 4.0384 -2.2844
C 1.4251 -5.1123 5.0803
C 1.7397 -6.7480 1.6353
C -2.4471 -0.5218 -0.4320
C -3.7724 2.6172 -2.4775
H -3.8440 1.5126 1.5360
H 2.8501 1.1178 -3.7318
H 3.7481 -0.2774 -4.0002
H 2.6565 5.0793 2.3730
H 1.5944 4.2667 1.1509
H 4.7115 0.7541 0.1077
H -2.6965 3.6433 -3.9725
H 0.9859 -0.5494 4.1903
H -1.3374 -1.3549 -2.7971
H 0.2432 -3.4205 -1.8869
H 4.1716 -0.3165 1.4597
H -1.1512 6.8247 1.2596
H 0.4544 -5.5296 4.8122
H -0.7510 5.0215 -1.9751
H 1.4602 -4.3157 -1.1388
H 2.0447 -0.5734 -3.6815
H -3.1736 4.6017 -2.5316
H 0.7547 -6.9842 2.0379
H 1.8540 -2.7290 -1.9817
H 0.0514 -3.3352 0.4574
H -3.7408 2.5253 -1.3919
H 1.8718 -8.7510 0.9083
H 0.9565 -2.9368 4.9054
H 1.1702 -0.8426 2.4200
H 4.5298 -0.9439 -0.0919
H -2.8739 -0.7791 -3.2496
H -5.1019 1.9671 2.6695
H -0.5070 5.1602 0.8936
H 2.5799 -3.2255 4.4651
H 0.4384 -1.7429 -0.0291
H -1.5473 6.0392 -0.1597
H -0.1897 0.0770 3.2013
H 3.0400 -7.6044 0.1493
H -4.7533 2.9151 -2.8478
H 1.3423 -7.5965 -0.3414
H -5.1939 2.4360 0.9640
H 3.2986 3.9422 1.2224
H -0.1301 0.5092 -3.6318
H -1.9774 -1.5039 -0.3781
H -1.4649 1.6018 -3.9504
H -3.5610 1.6175 -2.8571
H 2.1821 -5.8031 4.7089
H 2.3778 -6.8167 2.5163
H -1.3470 0.1534 -4.8764
H 1.5424 -5.0321 6.1610
*
```

## Properties
energy	-88225.354	eV
LUMO (alpha / beta)	0.0200 / 0.0199	hartree
energy above the lowest of the compared OMol25 structures with the same formula, charge and spin	9.5	kJ/mol
E_HOMO (alpha / beta)	-7.24 / -7.81	eV
expectation value of S²	2.00

Charges in e, computed with Mulliken, in the same order as the atoms:
1 Pt 4.42
2 P 0.44
3 F -0.32
4 F -0.29
5 F -0.19
6 F -0.30
7 F -0.25
8 F -0.29
9 O -0.41
10 O -0.28
11 O -0.18
12 O -1.04
13 O -0.83
14 O -0.04
15 O 0.16
16 O -0.37
17 O -0.45
18 O -0.41
19 O -0.03
20 O -0.95
21 O 0.18
22 O -0.45
23 O -0.65
24 O -0.01
25 O -0.42
26 C 0.39
27 C -0.61
28 C 0.53
29 C -0.96
30 C -0.26
31 C 0.58
32 C -1.27
33 C 0.21
34 C -0.71
35 C -0.37
36 C -0.13
37 C -0.20
38 C -0.26
39 C -0.13
40 C 0.57
41 C -0.72
42 C -0.44
43 C -1.32
44 C 0.24
45 C -1.16
46 C -0.16
47 C 0.40
48 C -0.17
49 H 0.01
50 H 0.31
51 H 0.30
52 H 0.32
53 H -0.16
54 H 0.33
55 H 0.26
56 H 0.16
57 H 0.08
58 H 0.37
59 H 0.30
60 H 0.36
61 H 0.29
62 H -0.22
63 H 0.40
64 H 0.28
65 H 0.38
66 H 0.29
67 H 0.12
68 H 0.61
69 H -0.27
70 H 0.40
71 H 0.25
72 H 0.21
73 H 0.31
74 H 0.35
75 H 0.35
76 H -0.17
77 H 0.39
78 H -0.52
79 H 0.19
80 H 0.18
81 H 0.33
82 H 0.56
83 H 0.29
84 H 0.31
85 H 0.24
86 H -0.27
87 H -0.06
88 H -0.29
89 H -0.19
90 H 0.24
91 H 0.29
92 H 0.59
93 H 0.42


The following is a DFT calculation (ωB97M-V/def2-TZVPD) of C23H45N2O3OsP3 as an isolated structure.

```
! RIJCOSX wB97M-V def2-TZVPD def2/J DEFGRID3
* xyz 4 5
Os 2.2403 -0.2912 -1.7047
P 1.2733 -0.0447 2.4721
P -0.1477 2.6474 -2.1142
P 1.5846 -2.8999 -1.9975
O -0.7055 -0.4511 -2.5640
O -2.6216 0.5211 0.3233
O 0.0242 -1.5993 0.6027
N -3.8112 -0.9246 1.6453
N -3.1245 1.1612 2.4641
C -3.6361 -1.9181 0.6203
C 3.1511 1.3795 -2.6329
C 3.6921 0.5853 -0.4193
C -4.7718 -0.1594 3.7004
C 2.7262 -4.0495 -1.1619
C 4.1635 -0.7978 -2.3463
C -1.9566 2.5619 -1.9538
C 1.8321 -3.2295 -3.7822
C -4.1529 -1.3425 2.9879
C -0.0442 2.7719 -3.9472
C 2.7952 -0.6527 3.1957
C 3.6541 0.2014 -3.1753
C -2.4987 2.4253 2.1734
C -3.1712 0.2656 1.4113
C 0.4398 -0.4102 -2.2251
C -3.8722 1.0525 3.6978
C 1.3469 1.7142 2.1878
C 3.1678 1.5719 -1.2486
C 0.2401 4.3592 -1.5964
C 0.9330 -0.8145 0.7601
C -0.0779 -0.4267 3.5796
C 4.1864 -0.6041 -0.9620
C -0.0424 -3.6810 -1.7275
H -1.4666 2.2606 1.8358
H 0.3247 4.3717 -0.4991
H -2.4958 3.0518 3.0714
H 2.8460 -4.9496 -1.7875
H 3.6963 -3.5632 -1.0089
H -3.1636 1.0031 4.5404
H -2.3564 2.1429 -2.9017
H 4.5181 -1.4057 -0.3103
H -4.9975 -0.4370 4.7307
H 0.2855 -0.1824 4.5935
H 1.8167 1.9482 1.2152
H -3.2680 -1.7136 3.5341
H -2.5881 -2.2457 0.5585
H -5.7202 0.1023 3.2106
H 2.6790 -0.5522 4.2924
H -2.3332 3.5898 -1.7808
H -2.2364 1.8876 -1.1153
H -4.8590 -2.1712 2.8801
H -0.9661 0.1894 3.3563
H 4.5176 -1.7194 -2.7815
H -0.8259 -3.0285 -2.1366
H 1.6162 -4.2882 -3.9917
H 0.9214 2.3894 -4.3003
H 1.2000 4.6686 -2.0346
H -0.1648 3.8223 -4.2467
H -0.2241 -3.8166 -0.6532
H -3.9171 -1.4938 -0.3483
H 1.9411 2.1360 3.0114
H 2.7738 2.4948 -0.8417
H -0.8465 2.1584 -4.3757
H 2.7081 2.1297 -3.2779
H 0.3304 2.1364 2.2300
H -0.0576 -4.6544 -2.2455
H 2.9693 -1.7153 2.9480
H 3.6187 0.7115 0.6585
H -3.0261 2.9612 1.3671
H -0.3346 -1.4936 3.5363
H 1.1336 -2.5924 -4.3442
H -0.5870 5.0062 -1.9233
H -4.2771 -2.7759 0.8432
H 2.8573 -2.9702 -4.0664
H 3.6553 -0.0352 2.8911
H 3.6564 0.0697 -4.2489
H 2.2958 -4.3162 -0.1849
H -4.4659 1.9670 3.8376
*
```

## Properties
energy	-63993.949	eV
LUMO (alpha / beta)	-0.4365 / -0.5364	hartree
E_HOMO (alpha / beta)	-17.73 / -20.00	eV
expectation value of S²	6.04

Charges in e, computed with Mulliken, in the same order as the atoms:
1 Os 1.20
2 P 0.78
3 P 1.03
4 P 0.50
5 O -0.63
6 O -0.68
7 O -0.12
8 N 0.25
9 N 0.20
10 C -0.80
11 C -0.51
12 C -0.60
13 C -0.86
14 C -1.25
15 C -0.85
16 C -0.32
17 C -1.27
18 C -0.34
19 C -1.28
20 C -1.32
21 C -0.76
22 C -0.52
23 C 0.15
24 C 0.64
25 C -0.35
26 C -0.78
27 C -1.03
28 C -1.47
29 C -0.14
30 C -0.83
31 C -0.68
32 C -1.10
33 H -0.19
34 H 0.41
35 H 0.43
36 H 0.46
37 H 0.29
38 H 0.30
39 H 0.45
40 H 0.53
41 H 0.39
42 H 0.56
43 H 0.00
44 H 0.20
45 H 0.34
46 H 0.34
47 H 0.44
48 H 0.45
49 H -0.40
50 H 0.43
51 H -0.05
52 H 0.69
53 H 0.34
54 H 0.53
55 H 0.31
56 H 0.43
57 H 0.48
58 H 0.30
59 H 0.32
60 H 0.51
61 H 0.64
62 H 0.43
63 H 0.99
64 H 0.23
65 H 0.51
66 H 0.45
67 H 0.95
68 H 0.37
69 H 0.49
70 H 0.34
71 H 0.52
72 H 0.39
73 H 0.33
74 H 0.44
75 H 0.51
76 H 0.35
77 H 0.50